The following is a quantum chemistry calculation of an isolated ion of composition C5H4F6N3O and charge +1, from the Open Molecules 2025 dataset.

Properties
Structure (SMILES): O=C1NC=[NH+]C(C(F)(F)F)(C(F)(F)F)N1
Energy: -1031.38826 Eh
Total charge: +1

Last column: Löwdin charge in e.
CARTESIAN COORDINATES (ANGSTROEM)
1 C 1.655 -0.309 -0.999  -0.045
2 C 1.581 0.355 1.354  -0.418
3 C -0.591 -0.093 -0.146  -0.107
4 C -1.290 1.212 -0.408  -0.569
5 C -1.658 -1.289 0.163  -0.631
6 N 2.308 -0.048 0.095  0.220
7 N 0.205 0.078 1.311  0.225
8 N 0.364 -0.374 -1.145  0.170
9 O 2.106 0.772 2.335  0.188
10 F -1.896 1.663 0.725  0.171
11 F -0.334 2.086 -0.788  0.163
12 F -2.136 1.200 -1.416  0.220
13 F -2.030 -1.811 -1.003  0.190
14 F -1.028 -2.206 0.843  0.209
15 F -2.645 -0.828 0.828  0.259
16 H 2.253 -0.599 -2.025  0.242
17 H 3.293 -0.072 0.297  0.179
18 H -0.217 0.574 2.075  0.150
19 H 0.061 -0.309 -2.094  0.182